Entry 1:
The following is a DFT calculation (ωB97M-V with the def2-TZVPD basis set) of a 3-piece molecular cluster, C3H14NO2 overall.

E_HOMO = -15.67 eV
LUMO level = -2.83 eV
Total charge = +1

Bonds (Å) are listed after each position.
Geometry (Å):
1 C 1.96 0.99 0.07  C2 1.516, H5 1.089, H6 1.088, H7 1.086
2 C 0.60 1.32 -0.52  C1 1.516, N3 1.498, H8 1.084, H9 1.091
3 N -0.39 0.25 -0.16  C2 1.498, C4 1.492, H10 1.023, H11 1.036
4 C -1.82 0.64 -0.35  N3 1.492, H12 1.081, H13 1.094, H14 1.088
5 H 2.24 -0.04 -0.17  C1 1.089
6 H 2.71 1.64 -0.37  C1 1.088
7 H 1.97 1.15 1.14  C1 1.086
8 H 0.20 2.26 -0.17  C2 1.084
9 H 0.64 1.33 -1.61  C2 1.091
10 H -0.29 0.03 0.83  N3 1.023
11 H -0.25 -0.63 -0.69  N3 1.036
12 H -2.42 -0.23 -0.10  C4 1.081
13 H -1.93 1.01 -1.37  C4 1.094
14 H -2.04 1.45 0.34  C4 1.088
15 H -0.52 -2.91 -1.65  O17 0.964
16 H 0.72 -2.25 -2.26  O17 0.967
17 O -0.09 -2.05 -1.76  H15 0.964, H16 0.967
18 H -0.10 -0.69 3.22  O20 0.964
19 H -0.75 -2.03 3.05  O20 0.963
20 O -0.47 -1.26 2.54  H18 0.964, H19 0.963

Entry 2:
The following is a DFT calculation (ωB97M-V with the def2-TZVPD basis set) of a 3-piece molecular cluster, C3H14NO3 overall in a non-equilibrium geometry.

E_HOMO = -14.81 eV
LUMO level = -3.06 eV
Total charge = +1

Bonds (Å) are listed after each position.
Geometry (Å):
1 C -0.45 1.42 -0.37  C2 1.556, N5 1.500, H6 1.092, H7 1.084
2 C -1.30 0.24 0.19  C1 1.556, C3 1.539, O4 1.438, H8 1.087
3 C -2.67 0.21 -0.50  C2 1.539, H9 1.096, H10 1.083, H11 1.090
4 O -0.50 -0.94 0.03  C2 1.438, H12 0.974
5 N 1.01 1.06 -0.38  C1 1.500, H13 1.016, H14 1.017, H15 1.029
6 H -0.79 1.54 -1.40  C1 1.092
7 H -0.70 2.37 0.08  C1 1.084
8 H -1.46 0.22 1.27  C2 1.087
9 H -3.43 0.11 0.29  C3 1.096
10 H -2.91 -0.62 -1.15  C3 1.083
11 H -2.86 1.21 -0.87  C3 1.090
12 H -0.53 -1.21 -0.91  O4 0.974
13 H 1.52 1.81 0.08  N5 1.016
14 H 1.29 1.13 -1.36  N5 1.017
15 H 1.14 0.11 -0.03  N5 1.029
16 H 2.70 0.90 2.62  O18 0.948
17 H 1.81 2.03 2.79  O18 0.946
18 O 2.04 1.38 2.14  H16 0.948, H17 0.946
19 H 1.02 -3.69 -1.91  O21 0.946
20 H 0.95 -3.50 -0.45  O21 0.977
21 O 1.13 -3.01 -1.27  H19 0.946, H20 0.977

Entry 3:
The following is a DFT calculation (ωB97M-V with the def2-TZVPD basis set) of a 4-piece molecular cluster, C3H14NO3 overall in a non-equilibrium geometry.

E_HOMO (spin up / spin down) = -18.71 / -18.71 eV
LUMO level (spin up / spin down) = -9.20 / -13.47 eV
⟨S²⟩ = 0.76
Total charge = +2
2S+1 = 2

Bonds (Å) are listed after each position.
Geometry (Å):
1 C -2.54 -2.01 -1.13  C2 1.455, H5 1.089, H6 1.135, H7 1.184
2 C -1.43 -1.51 -0.33  C1 1.455, C3 1.352, H8 1.219
3 C -0.77 -0.35 -0.56  C2 1.352, N4 1.523, H9 1.007
4 N 0.37 -0.05 0.40  C3 1.523, H10 0.994, H11 1.087, H12 1.072
5 H -3.40 -2.48 -0.66  C1 1.089
6 H -2.75 -1.19 -1.89  C1 1.135
7 H -2.27 -2.78 -1.99  C1 1.184
8 H -1.29 -2.35 0.55  C2 1.219
9 H -0.97 0.19 -1.39  C3 1.007
10 H 0.98 -0.83 0.40  N4 0.994
11 H 0.93 0.87 0.25  N4 1.087
12 H 0.01 -0.02 1.41  N4 1.072
13 H 3.19 0.60 -0.77  O15 1.008
14 H 3.10 -0.70 -1.69  O15 0.993
15 O 3.04 -0.40 -0.75  H13 1.008, H14 0.993
16 H 1.16 1.39 3.20  O18 0.957
17 H -0.37 1.39 3.30  O18 0.880
18 O 0.33 0.93 3.05  H16 0.957, H17 0.880
19 H 0.70 3.09 -0.81  O21 0.947
20 H -0.67 2.93 -1.40  O21 0.999
21 O 0.06 2.41 -0.95  H19 0.947, H20 0.999

Entry 4:
The following is a DFT calculation (ωB97M-V with the def2-TZVPD basis set) of a 4-piece molecular cluster, C3H14NO3S overall in a non-equilibrium geometry.

E_HOMO = -2.81 eV
LUMO level = 3.14 eV
Total charge = -1

Bonds (Å) are listed after each position.
Geometry (Å):
1 C 1.35 1.16 -1.31  C2 1.531, H6 1.101, H7 1.101, H8 1.087
2 C 0.89 0.55 0.02  C1 1.531, C3 1.563, N5 1.452, H9 1.090
3 C 1.34 1.48 1.19  C2 1.563, S4 1.830, H10 1.094, H11 1.094
4 S 1.74 0.45 2.64  C3 1.830
5 N -0.55 0.43 -0.04  C2 1.452, H12 1.019, H13 1.009
6 H 1.46 2.25 -1.30  C1 1.101
7 H 0.56 1.02 -2.06  C1 1.101
8 H 2.31 0.88 -1.74  C1 1.087
9 H 1.32 -0.43 0.18  C2 1.090
10 H 2.20 2.10 0.92  C3 1.094
11 H 0.48 2.12 1.41  C3 1.094
12 H -0.98 0.26 0.87  N5 1.019
13 H -1.02 1.29 -0.32  N5 1.009
14 H 1.12 -2.39 -2.13  O16 0.961
15 H -0.39 -2.39 -1.54  O16 0.978
16 O 0.33 -2.90 -1.96  H14 0.961, H15 0.978
17 H -1.32 -1.84 1.88  O19 0.952
18 H 0.04 -2.14 2.39  O19 0.972
19 O -0.89 -2.39 2.53  H17 0.952, H18 0.972
20 H -2.91 0.37 -1.17  O22 0.977
21 H -3.51 0.26 0.22  O22 0.970
22 O -3.57 -0.15 -0.66  H20 0.977, H21 0.970

Asked for E_tot across the records above, the calculation gives -8917.5666, -10964.1300, -10949.0945, -21806.7224 eV in order.
Asked for energy above the lowest of the compared OMol25 structures with the same formula, charge and spin across the records above, the calculation gives 0.2191, 0.8773, 1.9646, 1.6130 eV in order.